# C2H5BrN3

2 unconnected molecules or ions with the total composition C2H5BrN3 at a distorted geometry (the ωB97M-V functional and the def2-TZVPD basis, the Open Molecules 2025 dataset).

Geometry as ORCA input:
```
! wB97M-V def2-TZVPD RIJCOSX def2/J DEFGRID3
* xyz 1 1
C 0.607 1.137 -1.949
C -0.623 -1.046 1.201
N 0.107 0.180 -1.388
N -0.425 -0.665 -0.856
N -0.311 0.096 1.788
Br 0.641 -2.580 1.070
H 1.688 1.524 -1.958
H 0.091 1.567 -2.720
H -1.560 -1.465 1.108
H 0.677 0.330 1.870
H -0.893 0.923 1.835
*
```

As for the energy above the lowest of the compared OMol25 structures with the same formula, charge and spin: 78.32 kcal per mole. The orbital gap is 8.31 eV. The total energy comes out at -2817.09932 Eh. The molecular weight comes out at 151.0 g mol⁻¹. For the highest occupied orbital energy, the calculation gives -13.526 eV.

=====

# C2H5BrNO3S

2 unconnected molecules or ions with the total composition C2H5BrNO3S at a distorted geometry (the ωB97M-V functional and the def2-TZVPD basis, the Open Molecules 2025 dataset).

Geometry as ORCA input:
```
! wB97M-V def2-TZVPD RIJCOSX def2/J DEFGRID3
* xyz -1 3
C -0.976 0.393 -0.402
C 1.547 -0.319 1.504
N -0.266 -0.793 -0.297
O -1.557 -1.067 1.858
O -0.030 -2.816 1.250
O -2.033 -2.449 -0.065
S -1.028 -1.850 0.800
Br 0.819 1.285 1.947
H -1.925 0.106 -0.739
H -1.423 0.926 0.518
H -0.423 1.198 -1.025
H 2.287 -0.179 0.768
H 0.928 -1.295 1.612
*
```

The orbital gap (spin up / spin down) is 7.18 / 7.92 eV. The expectation value of S² is 2.01. The total energy comes out at -3331.78964 Eh. The molecular weight comes out at 203.0 g mol⁻¹. For the highest occupied orbital energy (spin up / spin down), the calculation gives -3.982 / -5.389 eV.

=====

# C2H5BrS

2 unconnected molecules or ions with the total composition C2H5BrS (the ωB97M-V functional and the def2-TZVPD basis, the Open Molecules 2025 dataset).

Geometry as ORCA input:
```
! wB97M-V def2-TZVPD RIJCOSX def2/J DEFGRID3
* xyz 0 1
C -0.832 -0.991 -0.079
C -1.388 0.042 0.528
S -1.370 1.694 -0.059
Br 2.968 0.172 0.002
H -0.301 -0.899 -1.013
H 4.316 0.546 -0.070
H -0.876 -1.977 0.349
H -1.915 -0.044 1.466
H -0.603 1.457 -1.125
*
```

As for the energy above the lowest of the compared OMol25 structures with the same formula, charge and spin: 10.99 kcal per mole. The SMILES is C=CS.Br. The orbital gap is 9.38 eV. The total energy comes out at -3051.36734 Eh. The molecular weight comes out at 141.0 g mol⁻¹. For the highest occupied orbital energy, the calculation gives -8.694 eV.

=====

# C2H5Cl2N6

A gas-phase ion, C2H5Cl2N6 (charge +1) at a distorted geometry (the ωB97M-V functional and the def2-TZVPD basis, the Open Molecules 2025 dataset).

Geometry as ORCA input:
```
! wB97M-V def2-TZVPD RIJCOSX def2/J DEFGRID3
* xyz 1 1
C -0.626 -0.287 1.738
C 0.710 -0.011 -1.586
N 0.149 -0.936 2.405
N -0.695 -0.300 0.390
N 0.256 0.093 -0.354
N 0.661 -1.241 -2.076
N -1.693 0.645 2.272
N 1.278 1.010 -2.201
Cl -1.652 1.143 3.954
Cl -2.687 1.698 1.322
H 0.078 -0.895 3.451
H -0.073 -1.806 -1.724
H 1.391 -1.801 -2.591
H 1.505 1.903 -1.796
H 1.398 0.785 -3.203
*
```

As for the energy above the lowest of the compared OMol25 structures with the same formula, charge and spin: 7.98 kcal per mole. The SMILES is [H]/N=C(/N=N/C(N)=[NH2+])N(Cl)Cl. The orbital gap is 6.55 eV. The total energy comes out at -1327.69931 Eh. The molecular weight comes out at 184.0 g mol⁻¹. For the highest occupied orbital energy, the calculation gives -12.645 eV.

=====

# C2H5Cl2P

2 unconnected molecules or ions with the total composition C2H5Cl2P at a distorted geometry (the ωB97M-V functional and the def2-TZVPD basis, the Open Molecules 2025 dataset).

Geometry as ORCA input:
```
! wB97M-V def2-TZVPD RIJCOSX def2/J DEFGRID3
* xyz 0 1
C -0.263 -1.771 1.830
C -0.115 0.229 -0.199
P 0.331 -0.252 1.560
Cl -1.241 1.608 -0.166
Cl 0.577 2.868 -3.067
H -0.725 -2.451 1.230
H -0.253 -2.199 2.779
H 1.171 1.907 -2.626
H 0.972 0.498 -0.361
H -0.453 -0.438 -0.979
*
```

As for the energy above the lowest of the compared OMol25 structures with the same formula, charge and spin: 43.08 kcal per mole. The SMILES is C=PCCl.Cl. The orbital gap is 9.93 eV. The total energy comes out at -1340.86864 Eh. The molecular weight comes out at 130.9 g mol⁻¹. For the highest occupied orbital energy, the calculation gives -9.895 eV.

=====

# C2H5Cl3P2

2 unconnected molecules or ions with the total composition C2H5Cl3P2 at a distorted geometry (the ωB97M-V functional and the def2-TZVPD basis, the Open Molecules 2025 dataset).

Geometry as ORCA input:
```
! wB97M-V def2-TZVPD RIJCOSX def2/J DEFGRID3
* xyz 0 1
C 0.084 -0.837 -0.236
C 0.703 0.535 -0.026
P -1.347 -1.252 0.858
P -0.518 1.906 0.258
Cl 1.255 -2.086 -0.583
Cl 1.936 1.000 -1.216
Cl 1.450 0.466 1.694
H -0.596 -0.717 -1.644
H -1.426 -2.550 0.238
H -0.433 -1.651 1.786
H 0.187 3.190 -0.131
H -1.294 1.997 -0.998
*
```

As for the energy above the lowest of the compared OMol25 structures with the same formula, charge and spin: 40.32 kcal per mole. The orbital gap is 9.60 eV. The total energy comes out at -2142.36324 Eh. The molecular weight comes out at 197.4 g mol⁻¹. For the highest occupied orbital energy, the calculation gives -9.474 eV.

=====

# C2H5Cl4HgO

A molecular structure, C2H5Cl4HgO at a distorted geometry (the ωB97M-V functional and the def2-TZVPD basis, the Open Molecules 2025 dataset).

Geometry as ORCA input:
```
! wB97M-V def2-TZVPD RIJCOSX def2/J DEFGRID3
* xyz -1 1
Hg 3.988 -2.700 -10.620
C 4.827 -4.890 -13.146
O 4.531 -3.553 -12.729
H 5.871 -5.166 -13.000
H 4.275 -5.681 -12.638
H 4.572 -5.062 -14.192
Cl 2.140 -1.288 -9.092
Cl 5.795 -2.908 -8.628
C 5.271 1.501 -10.863
Cl 4.771 -0.119 -11.390
Cl 6.960 1.486 -10.560
H 5.034 2.193 -11.671
H 4.714 1.818 -9.981
*
```

As for the energy above the lowest of the compared OMol25 structures with the same formula, charge and spin: 20.21 kcal per mole. The orbital gap is 7.80 eV. The total energy comes out at -2148.68436 Eh. The molecular weight comes out at 387.5 g mol⁻¹. For the highest occupied orbital energy, the calculation gives -5.568 eV.

=====

# C2H5Cl4PSi

C2H5Cl4PSi in the gas phase at a distorted geometry (the ωB97M-V functional and the def2-TZVPD basis, the Open Molecules 2025 dataset).

Geometry as ORCA input:
```
! wB97M-V def2-TZVPD RIJCOSX def2/J DEFGRID3
* xyz 0 1
C 1.203 0.767 -1.850
C -1.363 -0.839 2.082
Si -0.024 -0.431 -1.089
P -0.473 0.158 1.140
Cl -1.755 -1.067 -1.908
Cl 1.020 -2.224 -0.804
Cl -1.585 1.969 1.365
Cl 1.379 0.726 1.965
H 0.861 1.745 -2.057
H 1.996 0.889 -1.174
H 1.672 0.356 -2.801
H -0.966 -1.739 2.400
H -1.966 -0.310 2.730
*
```

As for the energy above the lowest of the compared OMol25 structures with the same formula, charge and spin: 0.00 kcal per mole. The SMILES is C=P(Cl)(Cl)[Si](C)(Cl)Cl. The orbital gap is 7.99 eV. The total energy comes out at -2550.91700 Eh. The molecular weight comes out at 229.9 g mol⁻¹. For the highest occupied orbital energy, the calculation gives -8.285 eV.